{"formula": "C55H58N2O6SSbSiW", "method": "ωB97M-V with the def2-TZVPD basis set", "gap_ha": [0.2640, 0.2651], "e_lumo_ev": [-2.95, -3.00], "total_charge": 1, "largest_force_ha_per_bohr": 0.0106, "homo_ev": [-10.13, -10.22], "e_tot_ha": -3686.43804, "elements": ["W", "O", "C", "O", "C", "C", "C", "C", "C", "O", "C", "C", "O", "O", "H", "H", "H", "H", "H", "H", "H", "H", "N", "C", "C", "C", "N", "H", "H", "H", "H", "H", "H", "H", "H", "H", "H", "O", "S", "C", "C", "C", "C", "C", "C", "C", "C", "C", "C", "C", "C", "C", "C", "H", "H", "H", "H", "H", "H", "H", "H", "H", "H", "H", "H", "H", "H", "C", "C", "C", "C", "C", "C", "Si", "C", "C", "C", "C", "C", "C", "H", "H", "H", "H", "H", "H", "H", "H", "H", "H", "H", "C", "C", "C", "C", "C", "C", "Sb", "C", "C", "C", "C", "C", "C", "C", "C", "C", "C", "C", "C", "H", "H", "H", "H", "H", "H", "H", "H", "H", "H", "H", "H", "H", "H", "H"], "coordinates": [[0.61140, 0.13771, -0.76501], [0.74588, 0.47017, -4.69099], [0.25277, 0.86457, -3.66740], [-0.02791, 0.04801, -2.64792], [-0.22572, 2.28480, -3.45775], [-1.68401, 2.25039, -2.95042], [-2.37105, 3.58696, -3.21364], [-1.61584, 4.50148, -2.22707], [-0.75356, 3.49114, -1.46223], [-1.50553, 2.26499, -1.52478], [0.46186, 3.07293, -2.30552], [1.34281, 2.16817, -1.46773], [2.19507, 1.38238, -1.96609], [1.08595, 2.10302, -0.18033], [-0.13440, 2.79957, -4.41167], [-2.23914, 1.36262, -3.24085], [-2.29987, 3.90120, -4.25364], [-3.42652, 3.50998, -2.95331], [-0.99637, 5.24580, -2.72809], [-2.29012, 5.03266, -1.55751], [-0.53598, 3.72146, -0.42745], [1.05776, 3.91360, -2.66539], [2.62098, -0.12846, 0.21202], [2.95179, -1.14076, 1.23052], [2.19708, -0.84399, 2.52301], [0.68929, -0.96539, 2.35490], [0.14153, 0.04290, 1.41529], [3.24892, -0.20988, -0.58651], [2.78998, 0.79935, 0.58351], [4.03119, -1.16358, 1.38649], [2.65544, -2.12150, 0.85046], [2.44527, 0.16094, 2.88109], [2.52979, -1.53433, 3.29863], [0.18581, -0.84230, 3.31496], [0.45242, -1.95641, 1.96248], [0.37414, 0.98471, 1.73744], [-0.86447, 0.09720, 1.54445], [-1.02332, 2.48139, 1.81703], [-2.02603, 2.91049, 2.84064], [-2.44820, 4.63416, 2.46648], [-1.37037, 5.68855, 2.48594], [-0.04117, 5.42332, 2.15901], [0.89688, 6.44655, 2.16598], [0.52417, 7.74235, 2.49055], [-0.79636, 8.01268, 2.81396], [-1.73444, 6.99202, 2.81290], [-1.09251, 3.14753, 4.38935], [-0.62539, 1.80281, 4.88250], [-1.53304, 0.77266, 5.11166], [-1.09681, -0.45952, 5.57567], [0.25203, -0.67885, 5.81555], [1.16556, 0.33926, 5.58190], [0.72927, 1.57042, 5.10902], [-3.25469, 4.88670, 3.16073], [-2.90750, 4.55128, 1.47619], [0.25829, 4.41740, 1.89589], [1.92805, 6.22553, 1.91833], [1.26027, 8.53575, 2.49826], [-1.09764, 9.01912, 3.07451], [-2.76326, 7.21184, 3.07606], [-1.74827, 3.65012, 5.10406], [-0.24208, 3.79789, 4.18081], [-2.58972, 0.93440, 4.93314], [-1.81598, -1.24756, 5.76367], [0.58689, -1.63729, 6.19227], [2.21878, 0.18081, 5.77965], [1.44331, 2.36784, 4.93596], [-2.70787, -5.46301, 0.04766], [-2.02432, -4.74406, 1.01826], [-1.70667, -3.41266, 0.79576], [-2.08028, -2.74730, -0.37551], [-2.77606, -3.49493, -1.32914], [-3.07571, -4.83490, -1.13165], [-1.82619, -0.87440, -0.64575], [-2.95921, -0.04353, 0.65318], [-3.14836, -0.51216, 1.95529], [-4.10298, 0.03826, 2.80057], [-4.90090, 1.08009, 2.36219], [-4.72208, 1.57896, 1.07869], [-3.76133, 1.02813, 0.24350], [-2.95769, -6.50376, 0.21166], [-1.72923, -5.22397, 1.94386], [-1.14545, -2.89232, 1.56513], [-3.10941, -3.01887, -2.24492], [-3.60959, -5.38515, -1.89657], [-2.47336, -0.59800, -1.95838], [-2.58517, -1.36309, 2.32307], [-4.23660, -0.36958, 3.79592], [-5.66226, 1.49668, 3.01010], [-5.35191, 2.38311, 0.71672], [-3.64713, 1.42371, -0.75639], [-0.21874, -3.55345, -6.21187], [-1.05714, -2.98665, -5.26199], [-0.55257, -2.61231, -4.02700], [0.78971, -2.81461, -3.73130], [1.62381, -3.39485, -4.67951], [1.12062, -3.75615, -5.92044], [1.56883, -2.34672, -1.82483], [3.56415, -1.80019, -2.33871], [3.75170, -1.00447, -3.46824], [5.01646, -0.53838, -3.79281], [6.10302, -0.84557, -2.98665], [5.92508, -1.62403, -1.85141], [4.66181, -2.10090, -1.53016], [1.86564, -4.32349, -1.10541], [2.97637, -5.05851, -1.50815], [3.08575, -6.39811, -1.16954], [2.08258, -7.01841, -0.43726], [0.96381, -6.29526, -0.05147], [0.85568, -4.95279, -0.38721], [-0.60978, -3.83422, -7.18148], [-2.10440, -2.82705, -5.48739], [-1.20644, -2.14193, -3.30633], [2.67328, -3.56566, -4.46548], [1.77743, -4.19866, -6.65840], [2.90962, -0.74350, -4.09825], [5.14969, 0.07035, -4.67812], [7.08952, -0.48099, -3.24386], [6.77198, -1.87563, -1.22529], [4.54825, -2.72972, -0.65264], [3.76311, -4.60221, -2.10058], [3.95455, -6.96135, -1.48654], [2.17030, -8.06570, -0.17818], [0.16714, -6.77238, 0.50557], [-0.03449, -4.40546, -0.09392]], "forces_ev_per_a": [[0.3, 0.3, -0.2], [-0.1, 0.1, 0.2], [0.3, -0.1, -0.4], [-0.3, -0.1, 0.3], [-0.1, 0.0, -0.3], [-0.1, 0.0, 0.0], [-0.1, -0.1, 0.0], [0.1, 0.1, 0.1], [0.0, 0.0, -0.1], [-0.1, 0.0, 0.1], [0.2, 0.2, 0.3], [-0.2, 0.0, -0.1], [0.0, 0.1, 0.1], [0.0, -0.5, 0.1], [0.0, 0.0, 0.0], [0.0, 0.0, 0.0], [0.0, 0.0, 0.0], [0.0, 0.0, 0.0], [0.0, 0.0, 0.0], [0.0, 0.0, 0.0], [0.0, 0.0, 0.0], [0.0, -0.1, -0.1], [-0.2, -0.2, -0.1], [-0.2, 0.0, 0.3], [0.0, 0.0, -0.2], [0.0, 0.0, -0.1], [0.3, 0.1, -0.1], [0.1, 0.0, -0.1], [0.1, 0.2, 0.1], [0.0, 0.1, 0.1], [0.0, 0.0, 0.0], [0.0, 0.0, 0.0], [0.0, 0.0, 0.0], [0.1, 0.0, 0.0], [0.0, 0.1, 0.0], [0.2, 0.1, 0.1], [-0.2, -0.1, 0.0], [0.2, 0.0, 0.0], [0.0, 0.3, 0.2], [0.0, -0.1, 0.0], [0.0, 0.0, 0.0], [0.0, 0.0, -0.1], [0.0, 0.0, 0.0], [0.0, 0.0, 0.0], [0.0, 0.0, 0.0], [0.0, 0.0, 0.1], [0.1, 0.0, -0.1], [0.0, 0.0, -0.1], [0.0, -0.1, 0.1], [-0.1, 0.0, 0.0], [0.1, 0.0, 0.1], [0.0, 0.0, 0.1], [0.0, 0.0, 0.0], [0.0, 0.0, 0.0], [0.0, -0.1, 0.0], [0.0, 0.0, 0.0], [0.0, 0.0, 0.0], [0.0, 0.0, 0.0], [0.0, 0.0, 0.0], [0.0, 0.0, 0.0], [-0.1, -0.1, 0.0], [-0.1, 0.0, 0.0], [0.0, 0.0, 0.0], [0.0, 0.0, 0.0], [0.0, 0.0, 0.0], [0.0, 0.0, 0.0], [0.0, 0.0, 0.0], [0.0, 0.0, 0.1], [-0.2, 0.0, 0.1], [-0.2, 0.2, 0.2], [0.0, 0.2, 0.0], [0.0, 0.1, -0.1], [0.0, -0.1, 0.0], [0.0, -0.4, 0.1], [0.0, 0.0, -0.2], [0.0, -0.2, 0.0], [-0.1, 0.0, 0.0], [-0.1, 0.0, 0.0], [0.0, 0.0, 0.0], [0.0, 0.0, 0.0], [0.0, 0.0, 0.0], [0.0, 0.0, 0.0], [-0.1, 0.0, 0.0], [0.0, 0.0, 0.0], [0.0, 0.0, 0.0], [0.0, 0.0, 0.1], [0.0, 0.0, 0.0], [0.0, 0.0, 0.0], [0.0, 0.0, 0.0], [0.0, 0.0, 0.0], [0.0, 0.0, 0.0], [-0.1, 0.0, 0.0], [0.0, 0.0, 0.0], [0.0, 0.0, 0.0], [0.0, 0.0, 0.0], [0.1, -0.1, 0.1], [0.0, 0.0, 0.0], [0.0, 0.1, -0.2], [0.0, 0.0, 0.0], [-0.1, 0.0, 0.0], [0.1, 0.0, 0.0], [0.0, 0.0, 0.0], [0.1, 0.0, 0.0], [-0.1, -0.1, 0.1], [0.0, 0.0, 0.0], [0.2, 0.1, -0.1], [0.0, -0.1, 0.0], [0.0, 0.0, 0.0], [0.1, 0.0, 0.0], [-0.1, 0.1, 0.0], [0.0, 0.0, 0.0], [0.0, 0.0, 0.0], [0.0, 0.0, 0.0], [0.0, 0.0, 0.0], [0.0, 0.0, 0.0], [0.0, 0.0, 0.0], [0.0, 0.0, 0.0], [0.0, 0.0, 0.0], [0.0, 0.0, 0.0], [0.0, 0.0, 0.0], [-0.1, 0.0, 0.0], [0.0, 0.0, 0.0], [0.0, 0.0, 0.0], [0.0, 0.0, 0.0], [0.4, -0.2, -0.2]]}